DFT (ωB97M-V/def2-TZVPD) results for a structure of composition C32H38F6N9O4S2V.

Calculated values
Strongest force on any atom = 0.015 Eh/bohr
M = 841.8 g mol⁻¹
Multiplicity = 4
Net charge = +1
Relative energy (zero: lowest compared OMol25 entry of this formula, charge and spin) = 0.00 kJ/mol

Geometry (Å):
1 V -0.369 0.192 -0.016
2 C 0.064 1.978 -2.434
3 C 1.274 2.203 -1.545
4 N 0.871 2.113 -0.121
5 C 0.078 3.283 0.299
6 C -1.397 2.982 0.444
7 C -2.337 3.980 0.649
8 C -3.672 3.624 0.745
9 C -4.045 2.294 0.603
10 C -3.057 1.349 0.396
11 C -3.358 -0.120 0.216
12 N -2.283 -0.839 -0.496
13 C -2.419 -0.830 -1.973
14 C -1.902 0.471 -2.563
15 N -0.510 0.661 -2.125
16 N -1.763 1.700 0.356
17 H 0.349 2.061 -3.486
18 H -0.697 2.742 -2.247
19 H 1.724 3.176 -1.765
20 H 2.028 1.436 -1.726
21 H 1.708 2.027 0.446
22 H 0.192 4.100 -0.421
23 H 0.452 3.665 1.248
24 H -2.028 5.014 0.723
25 H -4.426 4.383 0.906
26 H -5.085 1.999 0.637
27 H -4.319 -0.229 -0.296
28 H -3.470 -0.572 1.204
29 H -2.285 -1.800 -0.175
30 H -3.459 -0.991 -2.270
31 H -1.821 -1.657 -2.357
32 H -2.497 1.323 -2.224
33 H -1.978 0.430 -3.653
34 H 0.031 -0.054 -2.619
35 F 1.287 -4.176 -4.611
36 C 1.969 -3.721 -3.571
37 F 3.231 -4.103 -3.666
38 F 1.435 -4.221 -2.451
39 S 1.837 -1.881 -3.545
40 O 0.410 -1.655 -3.494
41 O 2.575 -1.410 -4.663
42 N 2.558 -1.394 -2.214
43 S 2.122 -1.470 -0.737
44 O 2.545 -0.305 -0.005
45 O 0.707 -1.802 -0.501
46 C 3.103 -2.899 -0.018
47 F 3.645 -3.626 -0.977
48 F 2.296 -3.673 0.707
49 F 4.062 -2.420 0.754
50 N -7.579 -0.236 7.837
51 C -6.713 -0.395 7.099
52 C -5.634 -0.587 6.173
53 C -4.676 0.406 5.995
54 C -3.639 0.228 5.098
55 C -3.542 -0.956 4.359
56 C -4.502 -1.957 4.546
57 C -5.534 -1.770 5.442
58 N -2.516 -1.101 3.441
59 C -2.192 -2.206 2.665
60 C -1.049 -2.011 2.019
61 N -0.484 -0.710 2.338
62 C -1.473 -0.098 3.278
63 H -4.744 1.322 6.567
64 H -2.901 1.011 4.985
65 H -4.446 -2.888 4.000
66 H -6.271 -2.548 5.583
67 H -2.835 -3.067 2.605
68 H -0.552 -2.657 1.317
69 H -1.890 0.827 2.862
70 C 1.003 2.067 5.779
71 N 0.124 2.015 4.620
72 C -0.618 3.255 4.482
73 C 0.838 1.729 3.380
74 C 1.508 0.382 3.340
75 C 2.818 0.278 3.794
76 C 3.473 -0.939 3.878
77 C 2.793 -2.088 3.518
78 C 1.496 -2.008 3.036
79 C 0.860 -0.781 2.906
80 H 0.411 2.293 6.665
81 H 1.780 2.842 5.676
82 H 1.488 1.106 5.933
83 H -0.994 0.154 4.223
84 H -1.165 3.465 5.400
85 H -1.339 3.172 3.664
86 H 0.039 4.119 4.276
87 H 1.605 2.505 3.193
88 H 0.107 1.796 2.573
89 H 3.330 1.183 4.101
90 H 4.491 -0.988 4.237
91 H 3.268 -3.056 3.602
92 H 0.981 -2.919 2.773